# 1
88
Properties=species:S:1:pos:R:3 method="wB97M-V/def2-TZVPD" e_above_lowest_ev=3.156 s_squared=0.761 total_charge=-1 lumo_energy_ev="2.51 / 2.50" homo_energy_ev="-2.49 / -2.97" spin_multiplicity=2
Ti -0.016 0.900 1.491
P -0.224 0.721 -1.002
Cl 2.182 1.919 0.857
C -0.179 2.942 1.375
H 0.410 3.366 2.191
H -1.243 3.055 1.660
C 1.087 -0.354 -1.805
C -0.244 2.485 -1.776
C 2.527 0.034 -1.487
H 0.909 -1.340 -1.333
C 3.527 -1.009 -1.984
H 2.764 1.020 -1.914
H 2.679 0.125 -0.402
C 3.317 -1.393 -3.451
H 4.543 -0.622 -1.835
H 3.432 -1.901 -1.352
C 1.845 -1.642 -3.802
H 3.696 -0.581 -4.085
H 3.910 -2.286 -3.682
C 0.942 -0.506 -3.323
H 1.727 -1.775 -4.885
H 1.513 -2.570 -3.319
H 1.244 0.424 -3.819
H -0.091 -0.693 -3.638
C -1.793 -0.185 -1.639
C 0.289 2.584 -3.216
H -1.335 2.649 -1.799
C 0.132 3.989 -3.826
H 1.358 2.320 -3.242
H -0.223 1.862 -3.868
C 0.615 5.120 -2.896
H 0.701 4.022 -4.763
H -0.921 4.154 -4.099
C 0.015 4.963 -1.507
H 1.711 5.084 -2.842
H 0.343 6.094 -3.315
C 0.360 3.581 -0.925
H 0.370 5.756 -0.835
H -1.082 5.068 -1.569
H 1.450 3.474 -0.868
H 0.026 3.515 0.299
C -1.713 -1.692 -1.959
H -2.440 -0.064 -0.751
C -3.120 -2.290 -2.004
H -1.260 -1.852 -2.949
H -1.097 -2.239 -1.242
C -3.953 -1.646 -3.120
H -3.062 -3.374 -2.168
H -3.609 -2.137 -1.032
C -3.859 -0.112 -3.154
H -3.617 -2.046 -4.087
H -5.004 -1.942 -3.012
C -2.469 0.478 -2.850
H -4.180 0.247 -4.139
H -4.568 0.301 -2.425
H -1.832 0.339 -3.737
H -2.580 1.560 -2.715
C -1.019 -2.311 1.355
C -0.958 -1.313 2.217
H -0.450 -2.280 0.417
C -1.983 -1.174 3.353
H 0.022 -1.328 2.734
C -2.231 -2.548 4.025
H -1.620 -0.505 4.147
H -2.942 -0.758 3.014
C -2.407 -3.709 3.040
H -1.378 -2.782 4.679
H -3.101 -2.531 4.697
C -1.566 -3.641 1.742
H -2.183 -4.657 3.547
H -3.463 -3.778 2.752
H -0.717 -4.338 1.842
H -2.181 -4.051 0.919
O 4.243 0.801 4.886
C 3.182 0.153 5.384
C 2.763 0.297 6.722
C 1.676 -0.431 7.176
C 1.052 -1.400 6.377
C 1.445 -1.555 5.041
C 2.407 -0.685 4.539
C 2.459 -0.239 3.142
O 3.538 -0.150 2.544
O 1.305 0.156 2.654
H 4.303 0.503 3.929
H 3.304 0.992 7.357
H 1.322 -0.297 8.200
H 0.236 -2.023 6.761
H 1.027 -2.318 4.376

# 2
176
Properties=species:S:1:pos:R:3 method="wB97M-V/def2-TZVPD" e_above_lowest_ev=0.000 lumo_energy_ev=0.18 homo_energy_ev=-9.19
C -12.429 24.461 -0.333
C -12.212 24.812 1.139
O -11.297 25.891 1.248
H -13.195 23.695 -0.477
H -11.544 23.996 -0.781
H -12.649 25.396 -0.843
H -11.939 23.936 1.738
H -13.160 25.127 1.583
H -10.473 25.612 0.838
C -18.343 23.322 -2.460
C -17.689 24.577 -1.930
O -16.291 24.551 -2.145
H -19.415 23.346 -2.241
H -18.011 22.405 -1.963
H -18.204 23.136 -3.525
H -17.955 24.671 -0.868
H -18.107 25.461 -2.430
H -15.942 25.288 -1.606
C -18.316 20.262 4.596
C -17.553 21.299 5.410
O -16.490 20.618 6.086
H -19.075 19.779 5.216
H -17.617 19.543 4.192
H -18.901 20.795 3.850
H -18.157 21.869 6.121
H -17.107 22.000 4.692
H -16.187 21.182 6.805
C -15.460 16.854 -2.380
C -14.523 17.661 -3.272
O -15.241 18.217 -4.362
H -14.958 16.408 -1.518
H -16.107 16.175 -2.930
H -16.136 17.572 -1.902
H -13.671 17.093 -3.655
H -14.036 18.448 -2.680
H -15.649 19.028 -4.008
C -13.657 21.934 4.277
C -13.876 22.901 5.415
O -13.785 22.269 6.681
H -14.443 21.177 4.349
H -12.678 21.454 4.230
H -13.828 22.420 3.326
H -14.888 23.303 5.360
H -13.224 23.781 5.330
H -12.956 21.789 6.759
O -11.506 21.363 1.347
H -11.593 20.607 1.943
H -10.563 21.409 1.147
O -15.427 26.526 -0.431
H -14.571 26.937 -0.281
H -15.903 26.603 0.427
O -16.274 20.371 -2.849
H -15.947 20.009 -2.010
H -15.885 21.252 -2.908
O -12.733 21.022 -1.251
H -12.530 21.649 -1.955
H -12.208 21.320 -0.488
C -11.517 17.671 -0.898
C -10.230 18.519 -0.918
C -9.031 17.598 -0.844
O -8.935 17.044 0.453
C -8.196 15.824 0.475
N -10.213 19.320 -2.148
H -12.396 18.294 -0.732
H -11.493 16.911 -0.114
H -11.601 17.145 -1.850
H -10.255 19.184 -0.053
H -8.098 18.132 -1.068
H -9.103 16.808 -1.606
H -8.937 15.063 0.215
H -7.910 15.660 1.515
H -7.280 15.835 -0.115
H -11.122 19.764 -2.226
H -10.144 18.711 -2.957
C -14.055 16.483 2.109
C -13.940 16.820 3.585
C -12.816 16.153 4.368
O -12.851 14.765 4.122
C -11.682 14.125 4.572
N -13.988 18.283 3.837
H -14.470 15.496 1.915
H -13.119 16.599 1.564
H -14.786 17.182 1.693
H -14.832 16.471 4.124
H -12.886 16.355 5.444
H -11.855 16.539 3.996
H -10.779 14.470 4.057
H -11.783 13.051 4.431
H -11.554 14.331 5.642
H -13.893 18.379 4.849
H -14.946 18.592 3.724
C -19.112 17.759 -0.118
C -19.822 16.662 0.715
C -19.592 16.791 2.210
O -18.217 16.849 2.599
C -17.975 16.715 3.993
N -21.261 16.812 0.478
H -19.438 17.565 -1.143
H -18.031 17.651 -0.051
H -19.410 18.781 0.110
H -19.392 15.718 0.361
H -20.057 15.969 2.772
H -19.992 17.732 2.609
H -18.434 17.580 4.476
H -16.931 16.561 4.244
H -18.506 15.796 4.275
H -21.746 16.168 1.094
H -21.463 16.624 -0.494
C -16.660 19.759 1.801
C -15.926 20.599 0.764
C -15.138 21.727 1.402
O -15.909 22.624 2.181
C -16.580 23.566 1.366
N -15.120 19.670 -0.029
H -16.021 19.337 2.573
H -17.157 18.889 1.375
H -17.446 20.274 2.350
H -16.656 21.026 0.067
H -14.590 22.273 0.620
H -14.355 21.306 2.025
H -17.328 24.052 1.989
H -17.032 23.151 0.459
H -15.838 24.281 0.987
H -14.525 19.124 0.598
H -14.360 20.189 -0.489
C -18.603 27.994 0.743
C -17.420 28.306 1.660
C -17.792 29.117 2.885
O -18.409 30.332 2.481
C -17.818 31.521 2.935
N -16.757 27.033 2.025
H -18.310 27.492 -0.174
H -19.095 28.950 0.550
H -19.352 27.405 1.279
H -16.660 28.838 1.082
H -16.933 29.280 3.545
H -18.534 28.617 3.519
H -17.593 31.592 4.004
H -18.382 32.393 2.611
H -16.850 31.608 2.415
H -17.216 26.526 2.786
H -15.867 27.276 2.462
C -23.741 22.459 2.819
C -23.556 21.040 2.299
C -22.524 20.174 3.018
O -21.291 20.844 3.188
C -20.493 20.919 2.018
N -24.846 20.303 2.323
H -24.455 23.053 2.253
H -22.749 22.914 2.768
H -24.035 22.463 3.870
H -23.240 21.085 1.247
H -22.368 19.235 2.474
H -22.940 19.969 4.006
H -21.071 21.268 1.159
H -20.148 19.900 1.813
H -19.635 21.558 2.208
H -25.496 20.794 1.714
H -24.697 19.439 1.802
C -20.192 24.857 3.063
C -19.856 24.612 4.547
C -19.103 25.788 5.143
O -17.824 25.988 4.529
C -16.849 25.054 4.924
N -21.140 24.332 5.208
H -19.317 25.209 2.507
H -20.925 25.653 2.902
H -20.541 23.933 2.607
H -19.294 23.678 4.515
H -18.912 25.607 6.210
H -19.604 26.754 5.069
H -16.556 25.155 5.978
H -15.948 25.156 4.319
H -17.148 24.005 4.843
H -20.911 24.076 6.164
H -21.738 25.149 5.202

# 3
16
Properties=species:S:1:pos:R:3 method="wB97M-V/def2-TZVPD" smiles="[H]/N=C(N=[N+]([O-])[O-])/C(N)=N/N=[N+]([O-])[O-]" total_charge=-2 lumo_energy_ev=6.64 homo_energy_ev=-1.16
H -0.001 2.366 1.942
N -0.559 1.657 1.351
C 0.150 0.934 0.627
N 1.854 1.178 0.311
N 2.402 2.107 1.029
O 3.638 2.228 0.816
O 1.824 2.833 1.948
C -0.340 -0.308 -0.010
N -1.267 -1.126 0.817
N 0.092 -0.590 -1.143
N 0.069 -1.572 -2.062
N -1.002 -2.334 -2.304
O -2.174 -2.174 -1.706
O -0.924 -3.075 -3.336
H -1.909 -0.476 1.467
H -1.853 -1.649 0.254

# 4
87
Properties=species:S:1:pos:R:3 method="wB97M-V/def2-TZVPD" e_above_lowest_ev=0.000 lumo_energy_ev="-1.93 / -1.93" homo_energy_ev="-6.21 / -6.21"
Mg 0.673 -0.853 4.380
C -2.177 0.139 5.761
C -2.194 -0.202 4.456
C -2.649 0.711 3.371
C -1.514 1.493 2.657
C -0.485 2.106 3.552
C -0.698 2.626 4.768
C -1.996 2.715 5.475
C -2.414 1.484 6.324
C 2.394 0.290 4.763
H -2.004 -0.625 6.522
H -2.092 -1.257 4.182
H -3.429 1.403 3.730
H -3.155 0.085 2.605
H -1.028 0.806 1.941
H -2.022 2.266 2.052
H 0.526 2.123 3.109
H 0.165 3.065 5.277
H -2.793 2.977 4.763
H -1.907 3.569 6.175
H -1.880 1.539 7.284
H -3.487 1.638 6.540
H 3.024 -0.205 5.514
H 2.633 1.345 4.806
H 2.737 -0.070 3.774
P 0.143 -2.215 -4.373
P 2.156 0.574 -4.634
C -0.387 -0.605 -5.055
C 0.382 0.516 -5.085
C -0.741 -3.346 -5.529
C -1.919 -3.030 -6.222
C -2.533 -3.988 -7.037
C -1.993 -5.267 -7.168
C -0.810 -5.574 -6.492
C -0.173 -4.626 -5.697
C -0.864 -2.266 -2.855
C -0.484 -1.420 -1.797
C -1.237 -1.425 -0.627
C -2.355 -2.259 -0.496
C -2.687 -3.130 -1.541
C -1.931 -3.159 -2.713
C 2.732 1.328 -6.232
C 2.718 0.541 -7.404
C 3.084 1.085 -8.640
C 3.475 2.430 -8.733
C 3.537 3.205 -7.569
C 3.189 2.649 -6.329
C 2.189 2.012 -3.521
C 3.325 2.088 -2.690
C 3.465 3.171 -1.833
C 2.497 4.180 -1.784
C 1.372 4.086 -2.608
C 1.202 3.000 -3.472
H -1.419 -0.556 -5.427
H -0.012 1.454 -5.514
H -2.363 -2.041 -6.141
H -3.437 -3.712 -7.571
H -2.491 -6.005 -7.796
H -0.381 -6.564 -6.598
H 0.770 -4.862 -5.205
H 0.389 -0.776 -1.919
H -0.933 -0.776 0.191
H -2.938 -2.238 0.430
H -3.540 -3.793 -1.426
H -2.186 -3.873 -3.498
H 2.406 -0.502 -7.341
H 3.059 0.461 -9.539
H 3.750 2.854 -9.705
H 3.852 4.251 -7.634
H 3.270 3.271 -5.440
H 4.076 1.296 -2.716
H 4.340 3.243 -1.194
H 2.608 5.035 -1.112
H 0.608 4.859 -2.589
H 0.307 2.920 -4.090
Se 0.617 0.570 6.886
C 0.283 -0.236 8.598
C -0.609 0.303 9.580
C -1.072 -0.475 10.644
C -0.548 -1.764 10.851
C 0.420 -2.272 9.965
C 0.862 -1.498 8.893
H -0.998 1.311 9.445
H -1.832 -0.088 11.319
H -0.876 -2.366 11.698
H 0.827 -3.271 10.112
H 1.610 -1.881 8.202

# 5
104
Properties=species:S:1:pos:R:3 method="wB97M-V/def2-TZVPD" e_above_lowest_ev=4.918 s_squared=0.756 total_charge=+2 lumo_energy_ev="-7.48 / -9.02" homo_energy_ev="-14.25 / -14.23" spin_multiplicity=2
Hf 0.293 0.015 0.024
C -2.453 3.464 -4.377
C -1.951 3.359 -2.970
C -1.969 4.432 -2.086
C -1.557 4.249 -0.773
C -1.120 2.997 -0.432
Br -0.697 2.552 1.362
N -1.014 1.957 -1.250
C -1.440 2.156 -2.501
H -2.796 4.474 -4.591
H -3.282 2.772 -4.535
H -1.667 3.203 -5.087
H -2.312 5.407 -2.407
H -1.580 5.053 -0.052
H -1.375 1.310 -3.162
C -1.948 -0.423 2.664
O -0.679 -0.528 1.979
Si 0.704 -0.862 3.036
C 0.470 -2.654 3.536
C 0.424 0.230 4.536
C 2.044 -0.418 1.784
Si 3.341 -1.882 1.631
C 4.595 -1.597 0.239
C 2.823 -3.701 1.435
C 4.272 -1.963 3.283
Si 3.094 1.145 2.357
C 2.372 2.893 2.311
C 4.727 1.299 1.439
C 3.489 0.978 4.213
H -2.034 -1.223 3.398
H -2.756 -0.527 1.954
H -2.020 0.543 3.161
H -0.343 -2.755 4.257
H 1.367 -3.041 4.021
H 0.246 -3.298 2.685
H -0.497 -0.056 5.049
H 0.355 1.293 4.292
H 1.233 0.111 5.255
H 4.379 -0.774 -0.442
H 4.723 -2.509 -0.350
H 5.572 -1.387 0.675
H 2.110 -3.940 0.649
H 2.434 -4.121 2.361
H 3.742 -4.247 1.209
H 4.927 -1.106 3.438
H 4.896 -2.859 3.269
H 3.599 -2.046 4.138
H 2.094 3.254 1.324
H 3.182 3.539 2.659
H 1.540 3.044 3.000
H 4.626 1.381 0.359
H 5.414 0.480 1.651
H 5.208 2.217 1.783
H 2.901 1.687 4.797
H 4.540 1.237 4.355
H 3.340 -0.013 4.633
C -3.261 -4.259 -0.672
C -3.765 -2.811 -0.643
C -5.112 -2.723 -1.361
C -3.997 -2.433 0.823
P -2.431 -1.604 -1.330
C -3.568 -0.169 -1.541
C -4.457 0.049 -2.591
C -5.367 1.096 -2.541
C -5.431 1.925 -1.432
C -4.569 1.709 -0.367
C -3.647 0.679 -0.437
C -1.865 -2.248 -3.041
C -0.928 -1.155 -3.567
C -2.900 -2.535 -4.130
C -1.062 -3.549 -2.818
H -3.875 -4.857 0.004
H -2.226 -4.346 -0.338
H -3.356 -4.698 -1.663
H -5.735 -3.539 -0.988
H -5.041 -2.837 -2.439
H -5.628 -1.790 -1.145
H -4.811 -3.039 1.224
H -4.299 -1.389 0.926
H -3.107 -2.633 1.423
H -4.470 -0.599 -3.453
H -6.050 1.242 -3.368
H -6.159 2.725 -1.390
H -4.622 2.338 0.513
H -2.962 0.519 0.388
H -1.478 -0.393 -4.115
H -0.201 -1.568 -4.270
H -0.374 -0.661 -2.758
H -3.422 -1.644 -4.471
H -3.625 -3.287 -3.833
H -2.357 -2.934 -4.991
H -0.618 -3.628 -1.828
H -0.262 -3.619 -3.558
H -1.690 -4.425 -2.958
C 1.903 -2.387 -1.609
C 0.871 -2.107 -0.554
O 0.328 -2.920 0.111
H 2.067 -3.459 -1.711
H 2.842 -1.896 -1.336
H 1.586 -1.970 -2.567
Cl 1.304 1.288 -3.775
Ge 2.092 1.321 -1.712
Cl 1.925 3.484 -1.352
Cl 4.201 1.104 -2.180

no.,largest force on an atom (eV/Å),energy (eV)
1,7.0,-85060.8156
2,2.4,-84457.1631
3,5.0,-20734.7100
4,3.1,-132561.8031
5,3.2,-238072.1649